The following is a quantum chemistry calculation of a cluster of 16 separate species, C47H102N7O24 in total at a distorted geometry, from the OMol25 dataset.

XYZ file:
```
180
Properties=species:S:1:pos:R:3:forces:R:3
O 3.055397 -2.709691 6.138362 -0.55 0.45 -0.41
O 0.154674 4.494397 -3.571803 -0.56 0.21 1.20
O -2.277672 -3.857624 -2.608899 0.45 0.14 -0.27
O 3.296747 1.208355 -3.190036 -0.34 -0.24 -0.36
O 0.675360 5.377962 0.824542 -0.41 -1.44 -0.41
O -3.185546 0.017215 6.111893 -0.87 0.01 -0.14
O -0.330062 -0.568857 -4.663292 -0.08 -0.59 1.42
O -4.039453 -0.106106 -7.943444 -1.83 -0.46 0.39
O 5.532102 0.223105 0.756397 0.89 -0.24 0.30
O -3.154250 -4.581392 4.806009 -0.21 -0.46 -0.29
O -0.112040 -5.357322 1.557298 0.97 -1.91 -0.46
O -5.270525 -0.642249 -6.136835 1.41 -0.54 1.31
O 6.329852 5.613372 1.372092 0.04 0.58 0.68
O -3.932756 -4.193576 2.749221 0.96 -1.82 -1.48
O -0.744549 0.211624 -0.065412 -0.68 0.07 -0.79
O 1.079907 -5.635348 3.482584 -1.02 0.48 -1.04
O -2.535160 2.570277 -4.404731 -0.66 -0.32 -0.06
O 7.544504 6.974357 2.766429 -0.55 -1.56 -1.48
O -4.601838 -1.646674 6.697657 1.50 0.70 -0.53
O 2.478384 -1.619831 4.237010 -0.34 -0.33 -0.21
O 5.574655 -0.989705 2.640293 -0.25 0.31 -0.74
O 3.156477 -4.508267 0.829822 0.21 -0.30 0.17
O 0.566884 4.869442 -5.731523 -0.50 0.23 -0.10
O -5.726375 0.993332 1.306325 0.16 0.29 0.83
N -0.980997 1.179443 -5.846897 -0.47 2.32 -2.67
N 4.136116 -4.490688 -1.229087 -1.75 0.67 -0.50
N -1.907684 1.208372 -2.647012 -0.54 0.74 -1.54
N 1.398269 0.413622 -2.079502 1.88 1.45 1.44
N -3.486455 1.019530 1.000159 3.07 0.64 0.55
N -1.125789 -1.975228 -1.966409 -0.46 -1.10 0.06
N -0.125563 3.542687 -0.349343 0.15 -1.41 -1.04
C -1.705131 5.901871 -5.549501 2.09 0.22 1.54
C -4.722525 0.810633 0.631748 -2.43 -0.04 -1.44
C -5.127508 -0.337563 -7.418345 1.29 0.83 0.16
C -4.030424 -0.760851 -5.227577 -0.71 1.18 -1.67
C 0.488777 -6.661288 1.123050 -0.64 0.55 -0.22
C -0.390781 3.566956 1.998649 0.85 0.10 0.50
C 3.941108 5.696242 1.023571 0.80 0.45 -0.02
C -4.563378 -1.019549 -3.895034 0.13 -1.29 1.19
C -3.293379 -1.812681 3.035635 0.26 -0.23 -0.03
C -2.919299 3.396625 -2.239888 -0.52 -0.59 -0.12
C -2.618694 -3.053858 -0.420069 0.65 0.08 -0.05
C 0.137919 4.264964 0.775963 -0.27 1.13 -0.21
C 3.064869 -2.604519 4.930662 1.54 -0.68 0.30
C -0.277945 -7.159302 -0.122445 1.18 1.16 -0.74
C 3.089693 -4.285561 -0.359338 -0.37 0.45 -1.38
C 1.778342 -0.708136 5.063908 -0.09 0.53 0.04
C -3.409571 -4.997913 3.695430 0.09 2.43 0.80
C 1.528623 2.986775 -4.871724 0.22 0.24 1.95
C 3.070145 1.782169 -0.832236 -2.62 -0.89 -0.14
C -2.256794 -2.152217 6.683865 -0.43 1.43 1.94
C 7.356523 1.528067 -0.023645 -0.25 1.24 -1.31
C 0.324859 -4.992193 2.767445 0.61 0.10 0.49
C -0.144396 0.204469 -5.595809 0.35 -0.11 -0.34
C 6.937823 0.593957 1.053584 -1.73 0.40 -0.69
C -2.435265 2.338642 -3.203077 0.57 0.22 1.37
C -0.143779 6.105799 -5.699394 -1.43 0.82 -0.28
C 0.650861 4.162453 -4.603482 1.37 -0.13 -0.51
C -3.131546 -6.342895 3.194448 -0.69 -0.60 -0.19
C 3.675271 -1.194477 1.230990 -0.05 0.38 -1.23
C 2.599615 1.115511 -2.201245 -0.58 -0.11 2.27
C -4.351978 -2.885410 3.023382 -0.64 0.08 2.36
C -4.380607 0.865152 5.950148 0.19 -0.31 -0.10
C 8.648522 5.364483 1.423393 1.40 -0.35 -1.06
C 1.039395 -0.018027 -6.484365 -0.76 -1.45 -0.88
C -0.163371 -3.612978 3.087094 -0.47 -0.61 1.89
C -1.967400 -3.026946 -1.764376 -0.11 0.47 -0.47
C -4.935186 0.347754 -0.786954 0.40 -2.13 0.29
C 1.017924 0.312589 4.269683 -0.29 -0.77 -0.38
C 3.850464 -3.541670 4.050743 0.01 0.92 0.03
C -3.916897 2.284358 6.009728 0.18 1.95 -1.27
C 4.992933 -0.652572 1.621083 1.05 -0.38 1.58
C 5.099749 6.322365 1.782166 0.88 0.37 -1.19
C 1.827191 -3.653294 -0.961035 -0.22 -0.69 0.30
C -6.509056 -0.241274 -8.059220 0.98 0.19 -0.92
C -0.140252 -0.418170 1.011389 -1.02 -0.51 -1.23
C 7.471938 6.067178 1.930201 -0.96 1.69 1.45
C -3.460899 -1.246774 6.473353 -1.38 -1.27 0.37
H 9.535927 5.976214 1.535691 0.01 0.25 0.20
H -5.275530 -0.291546 -3.611786 -1.02 0.71 0.18
H -2.974216 -4.068098 -0.279176 -0.24 0.09 0.36
H 8.855256 4.447277 1.949478 -0.22 -0.42 0.33
H -7.058211 -1.163433 -7.901489 -0.11 -0.01 0.11
H -1.859088 -2.764176 0.312481 -0.42 -0.04 0.25
H -2.333592 6.759557 -5.393130 0.29 0.97 -0.33
H 3.461128 2.782190 -1.004723 0.43 -0.27 -0.02
H -0.107106 -3.581529 4.203729 -0.45 0.25 -0.76
H 3.508928 -2.174585 1.609492 0.32 -0.90 0.15
H 4.704893 -2.999004 3.589654 -0.61 -0.24 0.29
H 6.996923 1.026313 2.028492 -0.16 0.31 0.66
H -6.294563 -0.110860 -9.123606 -0.37 -0.03 0.05
H 6.710474 2.440755 -0.186700 0.47 -1.07 0.50
H -4.899871 0.651315 4.990991 0.57 -0.13 0.49
H -3.041858 2.523625 5.344683 -0.70 -0.62 0.47
H 4.181652 5.601771 -0.037926 0.34 -0.31 0.11
H -3.278142 1.584965 1.819313 -0.33 -0.52 -0.10
H 0.309009 -7.371702 1.897398 -0.26 -0.35 0.85
H 1.942365 0.042851 -5.910933 0.54 0.37 0.33
H 3.599722 -1.152799 0.144541 -0.21 -0.20 -0.04
H -0.746552 -1.847879 -2.876385 0.28 0.09 -0.74
H -5.106798 -2.688683 2.307932 -0.73 0.30 -0.79
H -4.964377 -2.028565 -3.790796 -0.27 0.08 -0.13
H -4.828871 -3.029247 4.006575 -0.04 0.97 -0.09
H 0.338932 0.821474 4.922771 -0.46 0.35 0.48
H 0.870299 0.404953 -1.183637 0.06 0.13 -0.73
H -1.183054 -3.367741 2.712107 1.09 -0.15 0.09
H -2.802652 -1.775604 2.066790 0.08 0.11 -0.12
H 0.140639 -1.485974 0.845846 -0.03 0.19 -0.19
H -0.887712 1.784608 -6.710800 0.16 -1.29 1.58
H -3.487780 0.187212 -5.251482 -0.30 0.01 -0.34
H -1.616749 0.458356 -3.293478 0.27 0.37 0.69
H -2.534922 -2.053770 3.784447 -0.11 0.30 0.06
H -2.280026 4.270397 -2.294658 0.01 0.13 -0.02
H -3.737502 -0.821493 3.210541 0.08 -0.41 0.10
H -1.547482 1.271946 -1.703935 -0.03 -0.69 0.15
H 0.423992 -0.114847 3.455975 0.21 -0.03 0.24
H -3.422986 -2.317595 -0.473804 -0.07 -0.14 0.40
H 0.934535 -4.238914 -0.694949 0.40 0.03 0.15
H 3.092831 6.377428 0.982600 -0.33 -0.40 0.69
H -0.470937 2.526629 1.730419 -0.15 -0.59 0.45
H -2.267614 -2.292106 7.799723 -0.16 -0.52 -0.96
H 3.771679 4.713720 1.474487 -0.59 0.23 -0.35
H -2.654475 0.743844 0.435521 -0.43 0.10 0.31
H -1.731693 1.545588 -5.223049 0.33 -0.34 -0.11
H 4.033452 -4.282809 -2.221530 0.11 -0.19 0.73
H -3.001757 3.025840 -1.224974 0.23 0.02 0.25
H -7.091754 0.621238 -7.711031 0.32 -0.31 0.16
H 0.630441 -2.963020 2.773612 0.12 0.73 -0.57
H -0.290398 -8.236438 -0.185081 0.08 -0.36 0.20
H -2.172346 5.286685 -6.259771 -0.25 -0.97 -1.11
H 8.349749 1.885659 0.206829 0.40 0.20 0.11
H 8.578696 5.120386 0.362822 -0.29 -0.07 0.06
H 1.300301 2.214329 -4.146917 -0.02 -0.17 -0.14
H -0.772297 -0.440295 1.886306 -0.36 0.09 0.72
H 1.686126 1.043342 3.875290 0.51 0.58 -0.54
H -4.072041 -6.934433 3.249202 0.74 0.20 -0.27
H 1.278531 2.717423 -5.840842 -0.04 -0.97 -1.80
H -1.718037 5.434101 -4.581205 -0.58 -0.67 0.30
H 7.560120 -0.266796 1.037800 0.28 -1.02 0.07
H 4.952953 -4.905450 -0.882134 1.14 -0.50 0.38
H -1.302531 -6.802353 -0.150406 -0.14 0.05 0.35
H 2.605513 3.192087 -4.787113 -0.44 0.24 -0.03
H 4.214537 -4.321662 4.708807 -0.08 -0.33 -0.30
H 2.512581 -0.221410 5.662612 0.64 0.56 0.62
H -3.796310 -0.961620 -3.132582 0.55 0.02 -0.05
H -1.343793 3.932881 2.365125 -0.13 0.26 -0.19
H 1.597255 -6.554547 1.118950 -0.85 0.16 -0.65
H 0.919928 -1.118636 -6.700897 0.37 1.10 -0.36
H -0.478969 2.560087 -0.302099 0.47 1.06 0.63
H 0.167614 -6.797972 -1.073828 -0.14 -0.11 0.55
H -4.139410 0.523537 -1.478150 0.52 0.58 -0.34
H -5.094916 0.655788 6.752707 0.25 -0.13 -0.14
H 1.061356 0.602153 -7.398581 0.07 -0.40 0.48
H -2.360800 -6.764004 3.798309 0.34 -0.53 0.60
H -0.932962 -1.289853 -1.247707 -0.10 0.55 0.42
H -3.624865 2.638810 7.002618 -0.22 -0.26 -0.02
H -4.727933 2.962570 5.603031 0.69 -0.73 0.68
H 0.738747 0.120274 1.197822 1.80 0.60 1.07
H 0.361423 3.726894 2.786614 -0.35 -0.24 -0.12
H 0.195658 6.756616 -4.851579 -0.05 -0.60 -0.85
H 2.856125 -0.646538 1.636956 -0.48 0.90 0.35
H 0.341559 3.663743 -1.248073 -0.13 0.85 0.40
H -3.353719 -1.519345 -5.571494 0.02 -0.48 -0.51
H 5.031253 6.272478 2.844079 -0.25 -0.36 0.84
H 1.736056 -3.453953 -2.028027 0.59 -0.12 -0.05
H 2.162306 1.890969 -0.152042 0.95 0.01 -0.84
H 0.928965 0.065733 -2.869335 -0.42 -0.62 -1.30
H -2.740180 -6.241316 2.198367 -0.20 -0.25 -0.64
H 0.140633 6.478524 -6.681927 -0.15 0.68 0.23
H 3.171726 -3.864014 3.268676 0.22 -0.54 -0.19
H -1.334617 -1.624860 6.562809 0.61 0.33 -0.69
H 1.738284 -2.723682 -0.433374 -0.24 0.67 0.19
H -5.891180 0.636006 -1.160035 -0.56 0.62 -0.15
H -2.307161 -3.072057 6.138440 -0.21 -0.39 -0.12
H -4.996852 -0.762475 -0.774057 -0.02 0.39 0.17
H 5.291061 7.382611 1.577721 -0.28 -0.17 -0.27
H -3.937803 3.619972 -2.570113 0.17 0.32 0.00
H 7.438385 1.029350 -1.002362 -0.18 0.03 0.34
H 3.700605 1.073626 -0.295176 0.47 0.49 -0.37
H 1.176696 -1.240497 5.767361 -0.69 -0.54 0.27
```
Positions in Å, forces in eV/Å.

Summary:
Total charge   -1
DFT total energy   -4041.40590 Ha
LUMO level   2.044 eV
F_max   3.57 eV/A
Kohn-Sham gap   8.53 eV